[1]
C18H26N7S4Sm | the ωB97M-V functional and the def2-TZVPD basis

Values from the calculation:
E_HOMO (alpha / beta) ... -0.2139 / -0.2144 hartree
Spin multiplicity ... 6
Relative energy (zero: lowest compared OMol25 entry of this formula, charge and spin) ... 27.9 kcal per mole
E ... -90762.4013 eV
LUMO energy (alpha / beta) ... -1.879 / -1.859 eV
⟨S²⟩ ... 8.767
Net charge ... 0
Orbital gap (alpha / beta) ... 3.9 / 4.0 eV

Geometry (Å):
Sm  0.2039  0.3326  -1.0530
C  -5.1270  2.7581  -1.4782
S  -3.9037  3.6749  -0.4512
C  -2.5182  2.5820  -0.5330
S  -2.5501  1.0839  -1.4641
N  -1.4214  3.1877  -0.0675
N  -0.2853  2.4600  -0.0520
C  0.7230  3.1817  0.4905
C  1.9145  2.4915  0.7944
C  2.9765  3.2032  1.4201
C  4.2066  2.6307  1.4449
C  4.4033  1.3548  0.7946
C  3.3158  0.6606  0.3108
N  2.0958  1.2441  0.2326
H  -6.1607  3.2091  -1.4845
H  -5.1053  1.6842  -1.1199
H  -4.7300  2.6801  -2.5143
H  0.6396  4.2418  0.6994
H  2.7159  4.2280  1.6978
H  5.0665  3.0127  1.9456
H  5.4162  1.0782  0.6827
H  3.4310  -0.3091  -0.1767
C  2.9330  -0.9664  -5.0523
C  1.9717  -0.7149  -3.8938
S  1.5715  0.8553  -3.3782
C  1.3522  -1.9389  -3.4460
C  1.5845  -3.0915  -4.3724
S  0.3336  -2.1236  -2.1014
H  3.4835  -0.0421  -5.2610
H  2.3001  -1.1033  -5.9179
H  3.5700  -1.7930  -4.8588
H  0.8090  -3.7858  -4.0361
H  2.5483  -3.6139  -4.1623
H  1.4394  -2.8726  -5.4092
C  0.0552  -2.0165  1.6311
N  -0.5809  -2.5679  2.8176
C  -0.5185  -1.5754  3.8885
N  -1.3024  -0.3371  3.5070
C  -0.6953  0.2322  2.3084
N  -0.5931  -0.7641  1.1541
C  -2.0583  -1.2041  0.8559
N  -2.7441  -1.6599  1.9904
C  -2.0138  -2.8877  2.4810
C  -2.7261  -0.6394  3.1418
H  0.0176  -2.6999  0.7411
H  1.1358  -1.8749  1.7896
H  0.4943  -1.2530  4.1443
H  -0.8317  -2.0482  4.8234
H  0.2598  0.6546  2.4770
H  -1.3583  1.0503  1.9199
H  -2.0289  -1.8558  -0.0115
H  -2.5013  -0.3164  0.4034
H  -2.0233  -3.6259  1.6409
H  -2.6444  -3.3115  3.2921
H  -3.3050  -1.0648  3.9655
H  -3.2408  0.2854  2.8088

[2]
C20H31GeI2N2O5SSiV | the ωB97M-V functional and the def2-TZVPD basis

Values from the calculation:
E_HOMO (alpha / beta) ... -0.0451 / -0.0497 hartree
Spin multiplicity ... 3
Relative energy (zero: lowest compared OMol25 entry of this formula, charge and spin) ... 10.5 kcal per mole
E ... -151581.3082 eV
LUMO energy (alpha / beta) ... 3.442 / 3.441 eV
⟨S²⟩ ... 2.028
Net charge ... -2
Orbital gap (alpha / beta) ... 4.7 / 4.8 eV

Geometry (Å):
V  -0.2937  -0.8553  -0.7564
I  6.2607  -1.7594  3.6422
C  4.5933  -1.3171  2.4480
C  4.4864  -1.8768  1.1865
C  3.3285  -1.6794  0.4581
I  3.2202  -2.3302  -1.5167
C  2.2197  -0.9763  0.9809
O  1.1056  -0.9076  0.3487
C  2.4145  -0.3140  2.2284
C  1.3957  0.7033  2.6898
N  1.1217  1.6695  1.6512
C  2.1893  2.5509  1.2410
C  2.1471  2.7343  -0.2591
C  1.6452  3.8886  -0.8426
C  1.5134  3.9417  -2.2221
C  1.8898  2.8423  -2.9680
C  2.4077  1.7413  -2.2980
N  2.5504  1.6859  -0.9807
C  3.5726  -0.5216  2.9532
H  5.3062  -2.4362  0.7573
H  1.7764  1.1743  3.6142
H  0.4610  0.1964  2.9379
H  0.2165  2.1037  1.7007
H  3.1371  2.0643  1.4810
H  2.1727  3.5311  1.7466
H  1.3275  4.7150  -0.2180
H  1.0852  4.8147  -2.7000
H  1.7529  2.8103  -4.0401
H  2.6971  0.8506  -2.8445
H  3.7015  -0.0084  3.8994
O  -1.4672  0.5450  -4.1944
S  -1.1779  0.0662  -2.8618
O  -2.2423  -0.7441  -2.2276
O  -0.8294  1.1544  -1.8889
O  0.0370  -0.8475  -2.7973
C  0.5028  -4.4835  0.2346
Si  -0.8346  -3.3023  -0.5079
C  -1.3328  -4.2271  -2.1086
C  -2.3165  -3.7101  0.6477
H  0.0402  -5.4116  0.5941
H  1.0325  -4.0267  1.0773
H  1.2557  -4.7521  -0.5110
H  -1.7849  -5.2021  -1.8861
H  -0.4630  -4.3899  -2.7521
H  -2.0494  -3.6269  -2.6748
H  -2.4170  -4.7958  0.7685
H  -3.2538  -3.3236  0.2361
H  -2.1886  -3.2625  1.6378
C  -4.4759  1.3014  1.3893
Ge  -2.9365  1.2971  0.0748
C  -2.0502  2.9940  0.6136
C  -3.9506  1.7255  -1.5514
C  -1.8710  -0.2578  0.5594
H  -4.9975  2.2652  1.3740
H  -4.1321  1.1114  2.4097
H  -5.2000  0.5240  1.1286
H  -2.7449  3.8279  0.4825
H  -1.1554  3.1894  0.0197
H  -1.7823  2.9501  1.6742
H  -4.3937  2.7118  -1.3834
H  -4.7516  0.9948  -1.6751
H  -3.3539  1.7399  -2.4597
H  -2.6008  -1.0649  0.6704
H  -1.5164  -0.0051  1.5686

[3]
CH2N2O3 | the ωB97M-V functional and the def2-TZVPD basis

Values from the calculation:
E_HOMO ... -0.3806 hartree
Spin multiplicity ... 1
Relative energy (zero: lowest compared OMol25 entry of this formula, charge and spin) ... 21.9 kcal per mole
E ... -10189.1444 eV
LUMO energy ... 0.344 eV
Net charge ... 0
Structure (SMILES) ... N=C=O.O=NO
Orbital gap ... 10.7 eV

Geometry (Å):
N  -1.4364  -0.8130  0.3916
C  -1.2213  0.3163  0.0710
O  -1.0504  1.4323  -0.2242
H  -2.3044  -1.2997  0.4603
O  1.9817  -1.0998  -0.1705
N  1.1634  -0.2435  -0.1810
O  1.5731  0.9422  0.3819
H  0.7864  1.4732  0.1413

[4]
C25H45N6O6P | the ωB97M-V functional and the def2-TZVPD basis

Values from the calculation:
E_HOMO ... -0.3114 hartree
Spin multiplicity ... 1
E ... -57168.8674 eV
LUMO energy ... -0.442 eV
Net charge ... 0
Structure (SMILES) ... N=[PH2]c1ccc2ncc(O)nc2c1CC(N)(N)N.CC(C)=O.CC(C)=O.CC(C)=O.CC(C)=O.CC(C)=O
Orbital gap ... 8.0 eV

Geometry (Å):
N  3.4761  -4.3800  3.5007
P  3.3204  -3.9360  2.0045
C  2.0024  -2.7749  1.6215
C  1.1219  -3.1243  0.5839
C  0.0546  -2.3327  0.2394
C  -0.1607  -1.1573  0.9661
N  -1.2356  -0.3668  0.6624
C  -1.4191  0.7107  1.3584
C  -0.5314  1.0673  2.4158
O  -0.7320  2.2672  3.0485
N  0.4976  0.3576  2.7276
C  0.7253  -0.7918  2.0153
C  1.8328  -1.6083  2.3411
C  2.7420  -1.2026  3.4422
C  4.1594  -0.6991  3.0243
N  5.1325  -1.4892  3.7626
N  4.4181  -0.8675  1.5915
N  4.3250  0.7328  3.3192
H  4.4049  -4.1849  3.8545
H  4.4544  -3.4222  1.3617
H  2.9206  -4.9557  1.1285
H  1.2776  -4.0483  0.0485
H  -0.6374  -2.6141  -0.5372
H  -2.2566  1.3549  1.1299
H  -1.3896  2.1718  3.7453
H  2.8412  -2.0587  4.1045
H  2.2721  -0.4053  3.9981
H  5.9538  -0.9115  3.8967
H  4.7809  -1.7454  4.6756
H  4.7208  0.0157  1.1986
H  5.2209  -1.4806  1.5122
H  3.9009  0.9618  4.2089
H  3.8555  1.2895  2.6129
C  -3.5473  -5.7255  1.5027
C  -3.2375  -4.4642  0.7358
C  -3.8500  -3.1802  1.2480
O  -2.5299  -4.4781  -0.2457
H  -3.0510  -6.5723  1.0360
H  -3.2086  -5.6261  2.5352
H  -4.6249  -5.8956  1.5203
H  -3.5238  -2.9861  2.2718
H  -4.9386  -3.2471  1.2378
H  -3.5330  -2.3625  0.6052
C  1.7786  1.6383  -0.5902
C  3.2244  1.7021  -1.0045
C  3.5056  1.8898  -2.4725
O  4.1208  1.6037  -0.1957
H  1.7150  1.5050  0.4850
H  1.2645  2.5571  -0.8795
H  1.2825  0.8045  -1.0913
H  3.0535  2.8193  -2.8221
H  3.0647  1.0705  -3.0424
H  4.5784  1.9187  -2.6428
C  5.8427  3.7838  1.7963
C  5.6071  5.2699  1.8850
C  4.3077  5.7004  2.5295
O  6.4006  6.0785  1.4650
H  6.8005  3.5930  1.3189
H  5.8379  3.3363  2.7916
H  5.0533  3.3152  1.2074
H  4.2543  5.3227  3.5518
H  3.4614  5.2854  1.9792
H  4.2423  6.7853  2.5372
C  -5.4183  0.8862  -2.5751
C  -5.1076  -0.4638  -1.9817
C  -3.7802  -1.0719  -2.3638
O  -5.8757  -1.0363  -1.2425
H  -6.3924  1.2202  -2.2237
H  -4.6565  1.6098  -2.2793
H  -5.4291  0.8287  -3.6639
H  -2.9666  -0.4164  -2.0474
H  -3.7279  -1.1950  -3.4468
H  -3.6646  -2.0408  -1.8826
C  -7.8828  2.0436  -6.3499
C  -6.4151  1.8656  -6.6536
C  -6.0035  1.9899  -8.1000
O  -5.6104  1.6350  -5.7812
H  -8.0551  1.9319  -5.2826
H  -8.2140  3.0317  -6.6728
H  -8.4697  1.3024  -6.8944
H  -6.2723  2.9759  -8.4819
H  -6.5278  1.2465  -8.7024
H  -4.9307  1.8430  -8.1913

[5]
CH7O3 | the ωB97M-V functional and the def2-TZVPD basis

Values from the calculation:
E_HOMO ... -0.1367 hartree
Spin multiplicity ... 1
Relative energy (zero: lowest compared OMol25 entry of this formula, charge and spin) ... 24.9 kcal per mole
E ... -7292.6438 eV
LUMO energy ... 4.397 eV
Net charge ... -1
Orbital gap ... 8.1 eV

Geometry (Å):
C  0.9924  1.6608  -0.0411
O  0.3430  0.4771  -0.3636
H  1.8134  1.4255  0.7569
H  1.7324  1.9852  -0.8811
H  0.1329  2.3621  0.2110
H  0.0591  0.0349  0.6395
H  0.6221  0.0915  2.3325
O  -0.1180  -0.3534  1.8163
H  -0.7794  -2.2291  -0.8550
H  -0.9257  -0.8259  -1.6858
O  -1.3011  -1.7249  -1.4866

[6]
C13H25Br3ClFIKN3O4 | the ωB97M-V functional and the def2-TZVPD basis

Values from the calculation:
E_HOMO ... -0.2693 hartree
Spin multiplicity ... 1
E ... -276330.2297 eV
LUMO energy ... -4.683 eV
Net charge ... +1
Orbital gap ... 2.6 eV

Geometry (Å):
C  -0.9861  0.9565  -0.2870
C  0.1774  -0.0252  -0.4885
N  0.7698  -0.5413  0.7896
C  0.8097  0.3690  1.9762
C  1.3828  -0.5659  3.0417
C  1.2862  -2.0918  2.5714
N  0.6667  -2.7726  3.7289
C  0.3206  -3.9936  3.5712
C  -0.6773  -4.6081  4.5170
C  0.8346  -4.9443  2.5242
C  0.5145  -2.0082  1.2235
N  1.1498  -2.8592  0.2702
I  -1.5795  -2.3339  1.2119
H  -1.7897  0.6741  -0.9643
H  -0.7103  1.9754  -0.5578
H  -1.3975  0.9485  0.7150
H  -0.1537  -0.8362  -1.1292
H  0.9846  0.4673  -1.0269
H  1.7655  -0.5852  0.5757
H  1.5669  1.0943  1.6879
H  -0.1277  0.8214  2.2684
H  0.9428  -0.3627  4.0061
H  2.4468  -0.3306  3.0379
H  2.3434  -2.3632  2.5264
H  -1.4400  -5.0586  3.8815
H  -0.1415  -5.3866  5.0605
H  -1.0725  -3.8484  5.1843
H  0.1853  -4.8855  1.6475
H  0.7390  -5.9674  2.8775
H  1.8408  -4.7242  2.1808
H  0.7345  -2.8622  -0.6505
H  2.1558  -2.7629  0.2428
C  -3.0181  3.6202  -3.2016
Br  -2.8848  1.8352  -3.8780
Br  -4.1295  3.7204  -1.6404
Br  -1.2578  4.3959  -2.8711
H  -3.4780  4.2260  -3.9704
O  -0.3494  0.8950  6.0896
H  -0.3928  0.0125  5.7138
H  -0.4638  0.6505  7.0753
Cl  -1.3679  -0.9059  7.7359
C  -0.1401  2.8434  -6.2320
C  -0.1062  4.0471  -7.1456
O  1.1939  4.5499  -6.9231
C  1.9910  3.4940  -6.5713
O  3.1680  3.5106  -6.5559
O  1.2214  2.4222  -6.2316
F  -1.0193  4.9822  -6.7694
H  -0.4364  3.1164  -5.2199
H  -0.7922  2.0512  -6.5911
H  -0.2370  3.8238  -8.2047
K  -1.0053  6.0158  -0.5858